Entry P
CH2O3S2 | ωB97M-V with the def2-TZVPD basis set

Last column: natural (NBO) charge in e.
CARTESIAN COORDINATES (ANGSTROEM)
O: 0.883 -0.364 -0.738  -0.667
C: 0.713 0.414 0.225  0.134
S: 0.330 -0.367 1.791  -0.080
H: 0.520 -1.673 1.370  0.108
O: 1.347 -3.340 0.954  -0.857
S: 2.784 -3.393 1.017  1.686
H: 0.977 -1.371 -0.839  0.489
O: 3.459 -2.371 0.319  -0.814

- orbital gap (eV) = 6.55
- E_HOMO (eV) = -8.44
- spin multiplicity = 1
- LUMO energy (eV) = -1.887
- total charge = 0

Entry Q
CH2O3S2 | ωB97M-V with the def2-TZVPD basis set

Last column: natural (NBO) charge in e.
CARTESIAN COORDINATES (ANGSTROEM)
S: 2.235 0.069 0.144  1.698
O: 2.574 -0.640 -1.019  -0.825
H: -2.052 -0.667 -1.254  0.128
S: -2.014 -0.785 0.004  0.079
H: -0.541 0.687 1.317  0.185
O: -0.413 1.225 -0.489  -0.597
O: 1.152 -0.382 0.964  -0.870
C: -0.941 0.493 0.333  0.202

- orbital gap (eV) = 9.11
- E_HOMO (eV) = -10.13
- spin multiplicity = 1
- LUMO energy (eV) = -1.022
- total charge = 0

entry Q takes first place; second place is 1.921 eV up.

Entry P
C4H8O2 | ωB97M-V with the def2-TZVPD basis set

Last column: natural (NBO) charge in e.
CARTESIAN COORDINATES (ANGSTROEM)
H: 0.635 -0.423 -1.208  0.059
O: -1.470 1.915 1.319  -0.557
C: -0.248 -2.512 -0.719  -0.692
H: -0.777 -3.130 -1.450  0.165
H: 0.990 2.011 2.093  0.216
C: 0.873 1.752 1.033  -0.747
H: 1.604 2.324 0.462  0.204
H: 1.114 0.687 1.054  0.250
O: -1.402 -0.478 -1.305  -0.802
H: -0.574 -2.745 0.297  0.167
H: -0.779 2.451 -0.401  0.123
H: 0.837 -2.755 -0.653  0.170
C: -0.529 1.951 0.553  0.460
C: -0.273 -1.046 -1.077  -0.015

- orbital gap (alpha / beta) (eV) = 3.55 / 6.89
- E_HOMO (alpha / beta) (eV) = 0.50 / -2.96
- spin multiplicity = 2
- LUMO energy (alpha / beta) (eV) = 4.042 / 3.932
- total charge = -1

Entry Q
C4H8O2 | ωB97M-V with the def2-TZVPD basis set

Last column: natural (NBO) charge in e.
CARTESIAN COORDINATES (ANGSTROEM)
H: -0.009 -1.280 -2.540  0.177
H: 0.377 -0.560 2.007  0.206
C: 0.386 -0.139 -0.719  0.378
C: 0.129 -0.317 -2.105  -0.601
H: 0.099 -2.311 1.930  0.166
O: -1.138 1.733 1.306  -1.021
H: -1.726 -0.215 -1.034  -0.181
C: 0.199 -1.360 0.064  -0.234
H: -0.343 1.508 0.668  0.499
H: 0.020 -2.249 -0.549  0.183
H: 0.200 0.551 -2.758  0.185
H: -1.317 2.656 1.153  0.436
O: 0.777 0.941 -0.164  -0.791
C: 0.218 -1.432 1.423  -0.402

- orbital gap (alpha / beta) (eV) = 6.64 / 7.60
- E_HOMO (alpha / beta) (eV) = -2.27 / -3.45
- spin multiplicity = 2
- LUMO energy (alpha / beta) (eV) = 4.362 / 4.150
- total charge = -1

entry P takes first place; second place is 0.817 eV up.

Entry P
C3H5FN2 | ωB97M-V with the def2-TZVPD basis set

Last column: natural (NBO) charge in e.
CARTESIAN COORDINATES (ANGSTROEM)
N: -0.770 -2.525 -0.129  -0.184
F: -3.399 0.568 0.101  -0.236
H: -1.206 0.296 1.298  0.224
H: -0.945 1.717 0.135  0.221
C: -1.078 0.546 0.256  -0.330
C: 0.148 -0.147 -0.356  -0.440
H: 1.045 0.239 0.016  0.227
N: -2.241 0.127 -0.487  0.120
H: 0.157 -0.129 -1.389  0.239
C: 0.099 -1.671 0.010  -0.047
H: 1.021 -2.201 0.349  0.207

- orbital gap (alpha / beta) (eV) = 8.92 / 9.98
- E_HOMO (alpha / beta) (eV) = -9.38 / -10.19
- spin multiplicity = 1
- LUMO energy (alpha / beta) (eV) = -0.453 / -0.200
- total charge = 0

Entry Q
C3H5FN2 | ωB97M-V with the def2-TZVPD basis set

Last column: natural (NBO) charge in e.
CARTESIAN COORDINATES (ANGSTROEM)
C: -2.133 0.954 -0.072  -0.523
H: 2.633 1.278 0.046  0.352
H: -3.052 0.170 -0.156  0.244
F: -1.401 -1.207 -0.025  -0.333
C: 0.320 0.310 0.199  -0.118
H: 0.436 1.342 0.674  0.154
N: 2.632 0.208 -0.176  -0.622
H: 3.676 -0.291 -0.011  0.402
C: -1.145 0.100 0.055  0.351
H: -2.051 2.057 -0.407  0.251
N: 1.470 -0.476 0.031  -0.158

- orbital gap (eV) = 8.60
- E_HOMO (eV) = -8.31
- spin multiplicity = 1
- LUMO energy (eV) = 0.291
- total charge = 0
- SMILES string = C=C(F)/C=N/N

Entry R
C3H5FN2 | ωB97M-V with the def2-TZVPD basis set

Last column: natural (NBO) charge in e.
CARTESIAN COORDINATES (ANGSTROEM)
H: 1.451 1.317 -0.988  0.170
H: 0.300 1.494 1.661  0.179
C: -1.232 -0.341 0.080  0.254
N: 1.420 -0.567 0.126  -0.718
F: -0.100 2.613 0.084  -0.372
H: -0.390 -0.868 0.502  0.228
C: 1.150 0.609 -0.149  0.023
H: -3.045 -1.106 -0.298  0.402
H: 1.930 -1.089 -0.587  0.357
C: 0.241 1.374 0.645  0.100
N: -2.418 -0.359 -0.148  -0.623

- orbital gap (alpha / beta) (eV) = 8.48 / 8.48
- E_HOMO (alpha / beta) (eV) = -7.99 / -7.99
- spin multiplicity = 1
- LUMO energy (alpha / beta) (eV) = 0.489 / 0.489
- total charge = 0

Entry S
C3H5FN2 | ωB97M-V with the def2-TZVPD basis set

Last column: natural (NBO) charge in e.
CARTESIAN COORDINATES (ANGSTROEM)
C: -0.383 0.837 -0.343  0.136
H: -0.382 1.926 -0.207  0.199
H: 1.512 0.595 -1.022  0.238
N: 0.954 -0.804 0.438  -0.453
F: -0.573 0.312 -1.699  -0.378
C: 1.081 0.488 -0.038  -0.279
N: -0.228 -1.005 1.214  -0.169
C: -1.075 -0.070 0.744  -0.078
H: 1.455 1.136 0.766  0.185
H: 1.919 -1.165 0.931  0.372
H: -2.173 -0.162 1.075  0.226

- orbital gap (eV) = 9.86
- E_HOMO (eV) = -9.02
- spin multiplicity = 1
- LUMO energy (eV) = 0.843
- total charge = 0
- SMILES string = F[C@H]1C=NNC1

entry S takes first place; second place is 1.650 eV up.

Entry P
CH2FPSi | ωB97M-V with the def2-TZVPD basis set

Last column: natural (NBO) charge in e.
CARTESIAN COORDINATES (ANGSTROEM)
F: -1.632 1.499 -0.112  -0.325
C: -0.970 0.323 -0.107  -0.371
H: 1.308 -0.282 1.525  -0.149
P: -1.266 -1.353 0.102  0.280
H: 1.835 0.117 -1.242  -0.098
Si: 0.725 -0.303 -0.166  0.663

- orbital gap (eV) = 9.01
- E_HOMO (eV) = -9.23
- spin multiplicity = 1
- LUMO energy (eV) = -0.215
- total charge = 0

Entry Q
CH2FPSi | ωB97M-V with the def2-TZVPD basis set

Last column: natural (NBO) charge in e.
CARTESIAN COORDINATES (ANGSTROEM)
C: -4.018 0.549 -1.189  -0.071
Si: -0.097 -0.705 -0.093  0.571
H: -1.006 -0.751 -1.378  -0.281
F: -3.234 -0.311 -1.705  -0.280
H: 1.167 -0.622 -0.855  -0.290
P: -4.943 1.682 -0.645  0.351

- orbital gap (eV) = 7.75
- E_HOMO (eV) = -8.84
- spin multiplicity = 1
- LUMO energy (eV) = -1.091
- total charge = 0

entry P takes first place; second place is 1.805 eV up.

Entry P
C3H11N2S | ωB97M-V with the def2-TZVPD basis set

Last column: natural (NBO) charge in e.
CARTESIAN COORDINATES (ANGSTROEM)
H: -0.435 1.025 -1.440  0.229
N: -0.832 0.426 0.579  -0.481
C: -0.078 0.369 -0.668  -0.100
H: -3.035 0.309 -1.235  0.242
H: 0.016 -0.672 -1.253  0.206
N: 1.306 0.621 -0.292  -0.655
S: 3.718 -1.055 0.949  -0.335
C: -2.088 0.284 0.668  0.223
H: 1.401 1.508 0.099  0.437
H: -4.076 -0.226 -0.149  0.260
H: 1.644 -0.077 0.335  0.459
H: 4.244 -1.863 1.861  0.200
H: -2.598 0.352 1.630  0.204
H: 4.547 -0.068 1.037  0.159
H: -2.601 -1.208 -0.692  0.249
H: 1.888 0.498 -1.091  0.431
C: -3.020 -0.223 -0.337  -0.728

- orbital gap (eV) = 10.54
- E_HOMO (eV) = -13.78
- spin multiplicity = 1
- LUMO energy (eV) = -3.240
- total charge = +1

Entry Q
C3H11N2S | ωB97M-V with the def2-TZVPD basis set

Last column: natural (NBO) charge in e.
CARTESIAN COORDINATES (ANGSTROEM)
C: -0.633 0.163 -2.179  -0.703
H: -1.124 2.725 -0.091  0.226
H: -0.511 -0.895 -2.388  0.229
N: 0.657 -1.881 2.189  -0.673
H: 1.208 -0.270 0.012  0.452
H: -1.480 0.517 -2.751  0.234
H: 2.561 0.268 0.866  0.430
C: -1.822 2.027 -0.540  -0.681
H: 0.272 0.722 -2.406  0.216
H: -1.999 2.278 -1.575  0.230
S: -1.082 0.303 -0.375  0.047
H: -0.230 -1.401 2.179  0.444
C: 1.765 -1.371 1.720  0.419
H: -2.797 1.960 -0.060  0.237
N: 1.823 -0.420 0.819  -0.763
H: 0.716 -2.776 2.668  0.436
H: 2.676 -1.947 1.911  0.220

- orbital gap (eV) = 8.03
- E_HOMO (eV) = -12.29
- spin multiplicity = 1
- LUMO energy (eV) = -4.261
- total charge = +1

entry Q takes first place; second place is 1.003 eV up.